# 1
The following is a DFT calculation (ωB97M-V/def2-TZVPD) of a structure of composition C14H40AlF6N18O12.

```
! wB97M-V def2-TZVPD RIJCOSX def2/J DEFGRID3
* xyz -1 1
O 2.7447 -3.2154 -0.0923
C 2.3847 -2.7463 -1.1260
O 1.8664 -3.4026 -2.1624
C 2.7042 -1.2448 -1.4607
F 3.6092 -1.2453 -2.4910
F 3.2980 -0.6663 -0.4029
C 1.5399 -0.3319 -1.9474
F 2.1075 0.8390 -2.3455
F 0.9848 -0.8933 -3.0401
C 0.4164 -0.0119 -0.9368
F 0.9292 0.8779 -0.0529
F -0.5310 0.6512 -1.6668
C -0.2131 -1.2687 -0.2133
O 0.1303 -1.2984 0.9562
Al -1.4592 -2.6553 -1.1622
H 0.8589 -3.3172 -2.2515
H -2.7638 -1.8324 -1.5617
H -0.5315 -3.0433 -2.4671
H -1.6205 -3.9114 -0.1881
C -1.2859 -0.9010 4.2981
O -2.2342 -1.1012 3.5673
N -0.0461 -0.5232 3.8758
N -1.4036 -1.0304 5.6719
H 0.6906 -0.3237 4.5236
H 0.1410 -0.4423 2.8865
H -2.2982 -1.3102 6.0247
H -0.6436 -0.8861 6.3074
C 1.1724 5.0425 -1.5403
O 0.1583 5.4024 -2.1428
N 1.6028 3.7662 -1.4840
N 1.9754 5.9366 -0.8812
H 2.4393 3.5176 -0.9809
H 1.0464 3.0482 -1.9122
H 1.7498 6.9100 -0.9477
H 2.8047 5.6245 -0.4003
C 7.4806 -2.6250 -2.8302
O 7.3931 -3.0812 -1.7078
N 8.6380 -2.7416 -3.5695
N 6.4647 -1.9626 -3.4568
H 8.7382 -2.3817 -4.4986
H 9.4033 -3.2260 -3.1414
H 5.5921 -1.8533 -2.9694
H 6.5542 -1.5864 -4.3806
C -2.3472 7.5361 0.0782
O -2.7250 8.1763 1.0489
N -1.0539 7.1823 -0.1411
N -3.2185 7.1132 -0.8959
H -0.7513 6.6446 -0.9473
H -0.3834 7.4483 0.5545
H -4.1860 7.3432 -0.7797
H -2.9190 6.5697 -1.6839
C 5.0222 3.5639 0.7505
O 4.0696 4.0049 0.1126
N 5.2546 2.2430 0.9044
N 5.9111 4.4020 1.3695
H 6.0426 1.8809 1.4165
H 4.5858 1.6015 0.5143
H 5.7512 5.3874 1.2850
H 6.6443 4.0672 1.9684
C -5.5542 -0.0700 -1.9868
O -5.5021 -1.2836 -2.0464
N -6.0441 0.6983 -3.0139
N -5.0959 0.6133 -0.8989
H -6.0499 1.6995 -2.9971
H -6.3399 0.2151 -3.8405
H -4.6498 0.0656 -0.1839
H -5.0697 1.6128 -0.8410
C -7.2245 -4.9159 -1.8652
O -6.1737 -5.5067 -2.0383
N -8.4033 -5.6188 -1.6994
N -7.3442 -3.5658 -1.7680
H -9.2873 -5.1981 -1.4829
H -8.3518 -6.6179 -1.7683
H -6.5318 -2.9632 -1.7934
H -8.2404 -3.1340 -1.6469
C -8.7767 -6.7491 1.7596
O -9.8221 -6.5734 1.1506
N -7.5490 -6.5293 1.2227
N -8.7785 -7.1947 3.0607
H -6.6955 -6.6783 1.7266
H -7.5005 -6.1962 0.2742
H -9.6698 -7.3642 3.4849
H -7.9410 -7.3438 3.5900
C 7.7661 2.0091 3.7761
O 7.1683 1.1612 3.1397
N 8.5683 2.9459 3.1653
N 7.6921 2.0922 5.1348
H 9.0903 3.6359 3.6716
H 8.7487 2.8229 2.1853
H 7.0994 1.4291 5.5993
H 8.1772 2.7820 5.6755
*
```

Output
molecular weight = 793.6 g mol⁻¹
DFT total energy = -89471.7813 eV
HOMO energy = -5.677 eV

***

# 2
The following is a DFT calculation (ωB97M-V/def2-TZVPD) of a structure of composition C13H18F5HfI2OP2.

```
! wB97M-V def2-TZVPD RIJCOSX def2/J DEFGRID3
* xyz 3 1
I 3.5635 -3.1769 -5.4757
I 4.1963 -4.9170 -3.5340
Hf 0.4131 -0.4319 -0.4818
P 2.2215 0.8874 0.1195
C 3.8249 0.5628 -0.7057
C 1.9518 2.6770 -0.1627
H 2.7946 3.2680 0.2120
H 3.4366 1.5057 2.1555
H 1.0321 2.9659 0.3524
H 1.7326 1.0424 2.4704
H 3.7081 0.6864 -1.7858
H 1.8239 2.8573 -1.2335
C 2.6351 0.8034 1.9019
H 4.5994 1.2464 -0.3427
H 2.9460 -0.2146 2.1517
H 4.1303 -0.4688 -0.5110
P -1.5506 -1.5926 -0.8930
C -1.5004 -2.9406 -2.1329
C -2.2511 -2.4054 0.5917
H -3.0590 0.2764 -0.7490
H -3.8524 -1.1034 -1.5764
H -2.6564 -0.0908 -2.4392
C -2.9245 -0.5299 -1.4746
H -2.3635 -1.6473 1.3710
H -3.2208 -2.8647 0.3707
H -2.4822 -3.4137 -2.2397
H -0.7673 -3.6906 -1.8234
H -1.5546 -3.1700 0.9459
H -1.1861 -2.5338 -3.0979
C 1.3752 -1.4039 -1.6835
O 1.9939 -2.0289 -2.4558
F -1.3662 2.3885 -0.7905
C -1.4801 2.0342 0.5132
C -0.8415 0.8796 0.9765
C -0.9554 0.5099 2.3203
F -0.3345 -0.6104 2.7645
C -1.7075 1.2935 3.2019
F -1.8166 0.9332 4.5048
C -2.3468 2.4490 2.7380
F -3.0763 3.2094 3.5918
C -2.2331 2.8197 1.3929
F -2.8520 3.9389 0.9422
*
```

Output
molecular weight = 779.5 g mol⁻¹
DFT total energy = -65455.3931 eV
energy above the lowest of the compared OMol25 structures with the same formula, charge and spin = 680.1 kJ/mol
HOMO energy (alpha / beta) = -17.343 / -17.342 eV

***

# 3
The following is a DFT calculation (ωB97M-V/def2-TZVPD) of a structure of composition C7H14I2NO5S2.

```
! wB97M-V def2-TZVPD RIJCOSX def2/J DEFGRID3
* xyz -1 1
C -2.8167 -1.7087 3.7895
C -3.5313 -2.3972 2.6482
I -5.6175 -2.4340 2.8954
C -2.9385 -2.9584 1.6109
I -3.9596 -3.9917 0.1150
S -1.1446 -2.9954 1.3786
O -0.9395 -3.1961 -0.0334
O -0.7081 -4.0400 2.2726
N -0.5911 -1.6132 1.9133
S -0.6604 -0.3382 0.9528
O -0.2985 0.8183 1.7418
O -1.8646 -0.2424 0.1672
H -3.5255 -1.3780 4.5484
H -2.0988 -2.4074 4.2332
H -2.2571 -0.8434 3.4293
H 0.3801 -0.5106 0.1135
C 1.3075 2.1262 -3.7898
C 0.9114 1.8292 -2.3521
O 1.7793 0.9245 -1.6974
C 3.1213 1.3343 -1.5462
C 3.2840 2.6005 -0.7204
H 1.4510 1.1969 -4.3432
H 0.5237 2.7071 -4.2776
H 2.2333 2.7020 -3.8510
H -0.0652 1.3465 -2.3283
H 0.8185 2.7580 -1.7780
H 3.6066 1.4477 -2.5244
H 3.6144 0.5034 -1.0408
H 2.8933 3.4785 -1.2379
H 4.3408 2.7795 -0.5155
H 2.7516 2.5024 0.2264
*
```

Output
molecular weight = 510.1 g mol⁻¹
DFT total energy = -57085.2861 eV
HOMO energy = -5.889 eV

***

# 4
The following is a DFT calculation (ωB97M-V/def2-TZVPD) of the molecule C16H26N2OS.

```
! wB97M-V def2-TZVPD RIJCOSX def2/J DEFGRID3
* xyz 0 1
C 0.3797 2.8907 -0.9822
H 0.1948 2.2694 -1.8543
H 1.1407 3.6191 -1.2450
H -0.5364 3.4212 -0.7335
C 0.8198 2.0439 0.2144
N 2.0171 1.2660 -0.0343
C 2.0521 0.0710 -0.6783
O 3.1007 -0.5146 -0.8802
C 0.7226 -0.5552 -1.0777
C 0.8888 -1.4647 -2.2950
C -0.4334 -2.1683 -2.5799
C -0.9327 -2.9037 -1.3386
N -1.0678 -1.9661 -0.2401
C 0.2258 -1.4047 0.0976
H 0.1147 -0.7894 0.9939
H 0.9700 -2.1905 0.3162
C -1.7399 -2.5349 0.9162
C -2.0567 -1.4733 1.9196
C -2.6990 -0.2852 1.7241
C -2.8030 0.4698 2.9225
C -2.2441 -0.1452 3.9922
S -1.5655 -1.6685 3.5723
H -2.1858 0.1947 5.0068
H -3.2800 1.4330 2.9715
C -3.2466 0.1760 0.4129
H -4.3163 -0.0291 0.3606
H -2.7487 -0.3448 -0.3996
H -3.1041 1.2494 0.3017
H -2.6719 -2.9924 0.5636
H -1.1387 -3.3242 1.4022
H -1.9129 -3.3449 -1.5399
H -0.2334 -3.7211 -1.0858
H -0.3156 -2.8788 -3.3994
H -1.1821 -1.4292 -2.8732
H 1.6732 -2.1937 -2.0861
H 1.2021 -0.8783 -3.1608
H -0.0334 0.1959 -1.3032
C 3.2725 1.8030 0.4633
C 3.7720 3.0146 -0.3171
H 4.7717 3.2744 0.0213
H 3.1273 3.8774 -0.1675
H 3.8158 2.7814 -1.3778
H 3.1486 2.0627 1.5205
H 4.0035 0.9958 0.3815
H 0.0014 1.3858 0.5165
H 1.0334 2.7056 1.0582
*
```

Output
molecular weight = 294.5 g mol⁻¹
DFT total energy = -32877.5208 eV
energy above the lowest of the compared OMol25 structures with the same formula, charge and spin = 91.5 kJ/mol
SMILES = CCN(CC)C(=O)[C@H]1CCCN(Cc2sccc2C)C1
HOMO energy = -8.633 eV

***

# 5
The following is a DFT calculation (ωB97M-V/def2-TZVPD) of a structure of composition C25H44N3O6S3Se2Si2Tl.

```
! wB97M-V def2-TZVPD RIJCOSX def2/J DEFGRID3
* xyz -2 1
Tl -0.0686 0.1670 0.1495
C -1.4391 3.5687 2.5073
Se -2.4727 1.9365 2.7237
C -3.7704 2.3481 1.3245
C -4.5421 1.0987 0.8989
Se -3.7709 0.4425 -0.7791
C -4.7631 -1.2240 -0.7998
H -1.1816 3.6789 1.4553
H -0.5216 3.4650 3.0803
H -1.9976 4.4366 2.8538
H -3.2007 2.7576 0.4866
H -4.4322 3.1296 1.7017
H -5.5963 1.3438 0.7466
H -4.4856 0.3068 1.6503
H -5.8361 -1.0332 -0.8449
H -4.5120 -1.8106 0.0828
H -4.4435 -1.7540 -1.6942
C 1.0773 -1.0984 3.9379
Si 2.3756 -1.4838 2.6103
C 3.7992 -2.2645 3.6172
C 1.6341 -2.9460 1.6727
C 2.9879 -0.0773 1.6375
C 3.2017 -0.2419 0.2183
C 4.2356 0.4487 -0.4771
C 4.4139 0.2859 -1.8254
C 3.5837 -0.5867 -2.5329
C 2.6042 -1.2296 -1.8084
N 2.3983 -1.0691 -0.5010
Si 3.4378 1.5215 2.3751
C 2.6426 1.8515 4.0646
C 5.2915 1.7662 2.7682
C 2.9359 3.0088 1.3285
H 0.7808 -2.0374 4.4087
H 0.1858 -0.6339 3.5103
H 1.4553 -0.4454 4.7231
H 3.4730 -3.1132 4.2277
H 4.2510 -1.5219 4.2800
H 4.5810 -2.6104 2.9371
H 1.3870 -3.7316 2.3984
H 2.3434 -3.3512 0.9504
H 0.7397 -2.6675 1.1142
H 4.8918 1.1023 0.0808
H 5.1968 0.8367 -2.3380
H 3.6709 -0.7351 -3.6008
H 1.9048 -1.8981 -2.3040
H 3.0243 1.1892 4.8441
H 1.5588 1.7328 4.0286
H 2.8732 2.8779 4.3642
H 5.6433 0.9638 3.4214
H 5.4647 2.7209 3.2751
H 5.9092 1.7473 1.8692
H 1.8483 3.1098 1.3201
H 3.2300 2.9252 0.2833
H 3.3589 3.9313 1.7395
O 1.2122 1.8943 -1.5924
S 0.0872 2.1356 -2.5034
O 0.1182 3.4321 -3.1537
O -1.1856 1.7934 -1.8848
C 0.4233 0.9717 -3.8558
C 1.4276 1.4639 -4.6916
C 1.9058 0.7414 -5.7673
C 1.3728 -0.5090 -6.0313
C 0.3796 -1.0105 -5.2107
C -0.1115 -0.2940 -4.1166
S -1.3867 -1.1928 -3.1775
O -1.4660 -2.4852 -3.8400
O -2.6077 -0.4159 -3.2695
O -0.8521 -1.3109 -1.8187
H 1.8285 2.4425 -4.4707
H 2.6913 1.1527 -6.3912
H 1.7297 -1.0968 -6.8695
H -0.0461 -1.9861 -5.3904
C -3.4122 -4.0753 4.7250
N -2.6722 -3.0640 3.9837
C -2.0038 -3.3660 2.8182
S -2.0716 -2.3968 1.4808
N -1.2660 -4.5131 2.8359
C -0.6691 -5.0821 4.0326
H -4.4592 -3.7789 4.8039
H -3.0171 -4.2211 5.7332
H -3.3749 -5.0276 4.1997
H -3.1416 -2.1761 3.8880
H -0.7398 -4.6219 1.9816
H -0.6425 -4.3414 4.8309
H 0.3552 -5.3744 3.8063
H -1.2105 -5.9639 4.3862
*
```

Output
molecular weight = 997.3 g mol⁻¹
DFT total energy = -227045.7282 eV
energy above the lowest of the compared OMol25 structures with the same formula, charge and spin = 96.6 kJ/mol
HOMO energy = -1.152 eV

***

# 6
The following is a DFT calculation (ωB97M-V/def2-TZVPD) of a cluster of 2 separate species, C3H2ClO3 in total.

```
! wB97M-V def2-TZVPD RIJCOSX def2/J DEFGRID3
* xyz -1 1
C -1.7696 0.4036 -0.4600
C 0.7534 0.6049 -0.0156
C 1.6100 -0.5039 0.0377
O 2.1692 -1.4964 -0.4026
O 1.4149 -0.0390 1.2242
O -1.9484 -0.6848 0.3289
Cl 1.4945 2.1155 -0.5732
H -1.6400 -0.1088 -1.4129
H -2.0840 -0.2912 1.2736
*
```

Output
molecular weight = 121.5 g mol⁻¹
DFT total energy = -21804.2482 eV
energy above the lowest of the compared OMol25 structures with the same formula, charge and spin = 460.4 kJ/mol
HOMO energy = -3.358 eV

***

# 7
The following is a DFT calculation (ωB97M-V/def2-TZVPD) of a cluster of 2 separate species, C3H3NO2 in total.

```
! wB97M-V def2-TZVPD RIJCOSX def2/J DEFGRID3
* xyz 0 1
C 0.0369 0.4084 -0.0948
C -2.7921 -1.0144 0.7560
C 1.2697 0.2384 0.2477
N -1.1327 0.4221 -0.3404
O -2.0970 -1.8535 1.1002
O 2.3463 -0.0127 -0.6099
H -1.4970 1.2920 -0.6626
H 1.5888 0.6242 1.2022
H 2.2771 -0.1045 -1.5985
*
```

Output
molecular weight = 85.1 g mol⁻¹
DFT total energy = -8741.7834 eV
energy above the lowest of the compared OMol25 structures with the same formula, charge and spin = 323.0 kJ/mol
HOMO energy = -8.532 eV

***

# 8
The following is a DFT calculation (ωB97M-V/def2-TZVPD) of a structure of composition CH5N3O.

```
! wB97M-V def2-TZVPD RIJCOSX def2/J DEFGRID3
* xyz 0 1
C -0.0096 0.1724 0.1232
N -0.2412 -1.2537 0.0641
N -1.1733 0.9251 -0.0291
O 2.0932 0.4802 0.1444
N 1.1009 0.5382 -0.6744
H 1.0868 0.2381 1.0514
H -1.9725 0.4675 -0.4481
H -1.0535 1.8818 -0.3263
H 0.1082 -1.6830 -0.7835
H 0.0609 -1.7666 0.8783
*
```

Output
molecular weight = 75.1 g mol⁻¹
DFT total energy = -7630.7937 eV
energy above the lowest of the compared OMol25 structures with the same formula, charge and spin = 467.4 kJ/mol
HOMO energy (alpha / beta) = -8.545 / -8.545 eV